i) Density functional theory data (ωB97M-V/def2-TZVPD) for 2 unconnected molecules or ions with the total composition C2H5N5.

Each line ends with the Löwdin charge.
CARTESIAN COORDINATES (ANGSTROEM)
1 H 2.04947 -1.51556 -0.36103  0.09
2 N 1.24096 -1.56228 0.29910  0.09
3 N 1.04180 -0.49248 0.87171  -0.12
4 C 1.31334 0.80497 0.44909  -0.32
5 N 2.21265 1.53150 0.22126  0.16
6 H -0.04026 0.03192 -1.70074  0.05
7 N -0.48850 -0.74669 -1.22656  0.05
8 C -1.20220 -0.47728 -0.22293  -0.30
9 N -1.25165 0.92617 0.39537  0.05
10 H -1.66691 -1.25296 0.37175  0.11
11 H -1.94425 1.02617 1.12505  0.07
12 H -1.26445 1.72650 -0.22206  0.07

SMILES = [H]/N=N\C#N.[H]/N=C\N
HOMO = -9.471 eV

---

ii) Density functional theory data (ωB97M-V/def2-TZVPD) for a single C2H5N5 molecule.

Each line ends with the Löwdin charge.
CARTESIAN COORDINATES (ANGSTROEM)
1 C -2.18120 -0.82152 0.00291  -0.26
2 C 2.14468 0.65787 -0.08589  -0.15
3 N -2.97225 0.17906 0.12281  -0.08
4 N -0.84898 -0.82265 0.04375  -0.03
5 N -3.58971 1.10218 0.41160  0.21
6 N -0.08147 0.21899 -0.00657  -0.01
7 N 1.12558 -0.15217 0.41645  -0.15
8 H -2.41444 -1.80064 -0.39521  0.11
9 H 2.23069 0.54896 -1.27340  0.12
10 H 2.15463 1.66248 0.13979  0.04
11 H 3.10847 0.38197 0.33959  0.08
12 H 1.32399 -1.15455 0.28417  0.13

HOMO (alpha / beta) = -7.648 / -7.649 eV

---

ii) is preferred energetically. Next in line: 0.206 eV higher.

---

i) Density functional theory data (ωB97M-V/def2-TZVPD) for a molecular structure, C5H6OS.

Each line ends with the Löwdin charge.
CARTESIAN COORDINATES (ANGSTROEM)
1 C 1.16422 -0.14037 0.03496  -0.38
2 C -0.09026 0.31931 1.06868  -0.34
3 C 0.08659 0.08247 -0.95947  -0.60
4 C -0.95076 -1.08557 -0.53661  -0.13
5 C -1.18440 -0.89618 0.74167  -0.10
6 H 2.87041 -1.20246 -0.06762  0.15
7 H 1.82883 0.79117 0.27486  0.15
8 H 0.08812 0.68427 2.15314  0.12
9 H 0.27988 -0.03057 -1.96701  0.07
10 H -1.54911 -1.70750 -1.35993  0.15
11 H -1.72592 -1.38323 1.47724  0.07
12 O 1.88473 -1.37815 0.23769  -0.06
13 S -0.68890 1.51222 -0.28173  0.89

HOMO = -8.392 eV

---

ii) Density functional theory data (ωB97M-V/def2-TZVPD) for a molecular structure, C5H6OS.

Each line ends with the Löwdin charge.
CARTESIAN COORDINATES (ANGSTROEM)
1 C 0.58555 -0.00480 -0.01049  -0.75
2 C -0.44609 -0.37199 1.01140  -0.19
3 C -1.52600 -1.04048 0.13299  -0.13
4 C -0.47197 0.78492 -0.68038  -0.31
5 C -0.95543 1.16936 0.74307  -0.01
6 H -0.33162 -0.91285 1.94256  0.14
7 H -2.49774 -0.85049 0.54931  0.11
8 H -1.32438 -2.09213 -0.11776  0.13
9 H -0.18287 1.47825 -1.43893  0.15
10 H -2.05022 1.37220 0.60360  0.14
11 H -0.40036 1.91086 1.22702  0.09
12 O -1.43452 -0.21134 -1.08323  -0.10
13 S 2.19668 -0.15232 -0.07997  0.73

HOMO = -8.613 eV

---

ii) is preferred energetically. Next in line: 1.392 eV higher.

---

i) Density functional theory data (ωB97M-V/def2-TZVPD) for a single C5H6OS molecule.

Each line ends with the Löwdin charge.
CARTESIAN COORDINATES (ANGSTROEM)
1 O 2.29535 -0.43509 -0.16768  0.00
2 C 1.00908 -0.19781 -0.42473  -0.51
3 C 0.38622 0.61326 0.50251  -0.17
4 C -0.98668 1.18765 0.04957  -0.15
5 C -1.93896 0.37374 -0.33587  -0.43
6 S -1.52441 -1.29159 0.01318  0.91
7 C 0.13876 -0.93705 0.51688  -0.43
8 H 2.67042 -1.30255 -0.53622  0.16
9 H 0.71950 -0.32195 -1.51790  0.18
10 H 1.08973 1.21306 1.16284  0.17
11 H -1.33048 2.26131 0.02367  0.12
12 H -2.98939 0.49173 -0.46170  0.06
13 H 0.46086 -1.65471 1.17544  0.07

SMILES = O[C@@H]1[C@H]2C=CS[C@@H]12
HOMO = -7.958 eV

---

ii) Density functional theory data (ωB97M-V/def2-TZVPD) for a molecular structure, C5H6OS.

Each line ends with the Löwdin charge.
CARTESIAN COORDINATES (ANGSTROEM)
1 C -0.39992 0.75914 0.05405  -0.52
2 C -0.35798 -0.39706 -0.92004  -0.30
3 C 0.78977 0.18373 0.53132  -0.30
4 C 0.30017 -1.14932 1.21651  0.04
5 C -0.61214 -1.37477 0.26661  -0.01
6 H 0.59806 1.60718 -2.02148  -0.06
7 H -1.20152 1.01704 0.81422  0.14
8 H -0.78012 -0.17942 -1.79080  0.10
9 H 1.63795 0.74285 0.88899  0.14
10 H 0.36161 -1.43375 2.27171  0.11
11 H -1.42378 -1.97900 0.50267  0.09
12 O 0.97993 -0.16515 -0.91131  -0.12
13 S 0.10796 2.36852 -0.90245  0.69

HOMO = -8.874 eV

---

i) is preferred energetically. Next in line: 2.345 eV higher.

---

i) Density functional theory data (ωB97M-V/def2-TZVPD) for a single C3H10N2S molecule.

Each line ends with the Löwdin charge.
CARTESIAN COORDINATES (ANGSTROEM)
1 N -0.97213 1.82380 1.96246  -0.01
2 C 0.30944 1.21749 1.63061  -0.39
3 C 0.19958 -0.15669 0.94849  -0.36
4 S -0.08099 0.38378 -0.96475  0.74
5 C -0.26120 -1.50044 -1.44970  -0.51
6 N 0.90778 -2.26745 -0.98684  -0.07
7 H -1.46418 1.24196 2.63021  0.06
8 H -1.52535 1.89346 1.11549  0.05
9 H 0.78960 1.83270 0.87310  0.07
10 H 0.93462 1.10133 2.51996  0.11
11 H -0.69974 -0.72152 1.19508  0.07
12 H 1.02826 -0.85203 0.94042  0.05
13 H -1.14644 -1.81141 -0.90760  0.05
14 H -0.40451 -1.41596 -2.52440  0.05
15 H 1.16883 -2.90378 -1.73730  0.06
16 H 1.62832 -1.54424 -1.01881  0.04

SMILES = NCCSCN
HOMO = -8.939 eV

---

ii) Density functional theory data (ωB97M-V/def2-TZVPD) for a single C3H10N2S molecule.

Each line ends with the Löwdin charge.
CARTESIAN COORDINATES (ANGSTROEM)
1 N -1.47677 -0.68667 -1.66764  0.00
2 C -1.23640 -0.26772 -0.28828  -0.25
3 C 0.27898 0.04751 -0.06220  -0.50
4 N 0.92171 -1.18850 0.35168  0.03
5 C 0.44805 1.09721 1.00503  -0.55
6 S 2.10686 1.85886 1.05112  0.70
7 H -2.12910 -1.45730 -1.71159  0.06
8 H -1.91886 0.06196 -2.20383  0.07
9 H -1.45314 -1.07249 0.41540  0.11
10 H -1.82309 0.60118 0.02440  0.10
11 H 0.65011 0.48091 -0.99416  0.12
12 H 0.80567 -1.85340 -0.40864  0.08
13 H 1.92919 -1.10125 0.45301  0.05
14 H 0.18028 0.71986 1.99940  0.08
15 H -0.16605 1.98339 0.84559  0.06
16 H 2.88256 0.77644 1.19070  -0.17

SMILES = NC[C@H](N)CS
HOMO = -9.002 eV

---

ii) is preferred energetically. Next in line: 0.835 eV higher.